[1]
Entry from OMol25: one molecule with the formula C4H7N3 (ωB97M-V with the def2-TZVPD basis set).

Output
E_LUMO: 1.12 eV
Relative energy (zero: lowest compared OMol25 entry of this formula, charge and spin): 69.2 kJ/mol
HOMO-LUMO gap: 8.974 eV
Charge: 0
SMILES: CNc1cc[nH]n1

The geometry in XYZ format:
```
14
Properties=species:S:1:pos:R:3:forces:R:3:nbo_charge:R:1
C 2.18513 0.17463 0.31452 0.10 -0.11 0.09 -0.406
N 1.14074 0.76106 -0.49128 -0.20 -0.09 0.09 -0.608
C -0.16046 0.31056 -0.39581 0.06 -0.04 -0.10 0.308
C -0.60404 -0.69823 0.48932 -0.12 -0.16 -0.29 -0.419
C -1.97654 -0.66179 0.39234 -0.02 0.00 -0.24 -0.028
N -2.26377 0.25664 -0.55007 -0.22 0.01 0.04 -0.341
N -1.16535 0.85838 -1.06852 0.14 0.06 0.24 -0.329
H 1.80587 -0.01101 1.32544 0.03 0.08 -0.18 0.206
H 2.57942 -0.77747 -0.07282 -0.08 0.09 0.02 0.173
H 3.01916 0.87637 0.40832 -0.12 -0.09 -0.09 0.204
H 1.40119 1.17042 -1.36364 0.08 0.17 -0.27 0.390
H 0.01496 -1.50640 0.81853 0.04 0.04 0.86 0.228
H -2.76001 -1.15488 0.95435 0.18 -0.18 -0.32 0.217
H -3.15482 0.39026 -0.99890 0.13 0.21 0.18 0.405
```
Positions in Å, forces in eV/Å.

[2]
Entry from OMol25: one molecule with the formula C3H7NO at a distorted geometry (ωB97M-V with the def2-TZVPD basis set).

Output
E_LUMO: 0.75 eV
Relative energy (zero: lowest compared OMol25 entry of this formula, charge and spin): 347.4 kJ/mol
HOMO-LUMO gap: 10.131 eV
Charge: 0
SMILES: OC[C@@H]1CN1

The geometry in XYZ format:
```
12
Properties=species:S:1:pos:R:3:forces:R:3:nbo_charge:R:1
O 0.00452 -2.23553 -0.19871 -2.31 0.29 5.31 -0.696
C 0.64447 -0.97888 -0.30453 4.20 0.16 -0.55 -0.083
C 0.19630 0.30382 0.44802 0.02 -0.06 -1.43 -0.142
C -1.08502 0.92469 -0.01879 -0.75 0.15 -0.65 -0.270
N 0.21565 1.42506 -0.56492 -0.48 -0.06 0.89 -0.601
H -0.31789 -2.32748 0.92041 1.50 0.32 -5.20 0.453
H 0.84901 -0.72285 -1.41793 -1.20 -0.45 1.75 0.210
H 1.77161 -1.17834 0.01952 -1.88 0.60 -0.25 0.142
H 0.65772 0.49869 1.44478 -0.76 -0.19 -0.83 0.211
H -1.70053 1.58861 0.63232 0.83 -0.58 -0.35 0.203
H -1.76416 0.35487 -0.76399 1.49 0.90 1.21 0.210
H 0.52831 2.34734 -0.19617 -0.65 -1.07 0.10 0.361
```
Positions in Å, forces in eV/Å.

Which value of charge does entry 2 give? 0

The lowest relative energy (zero: lowest compared OMol25 entry of this formula, charge and spin) belongs to which entry? C4H7N3

Among the records above, which one has the highest E_LUMO? C4H7N3

What is the charge in the first record? 0